1.
C17H39CoN4P as an isolated structure. Source: OMol25; level of theory: ωB97M-V/def2-TZVPD.

Geometry as XYZ:
```
62
C17H39CoN4P (ωB97M-V/def2-TZVPD)
Co 0.874 0.339 0.173
N 0.270 2.033 1.351
C 0.208 3.318 0.613
C 1.574 3.997 0.545
C 2.701 3.105 0.017
C 2.415 2.552 -1.384
N 2.184 1.094 -1.357
H -0.633 1.867 1.800
H 0.935 2.174 2.116
H -0.486 4.004 1.111
H -0.188 3.132 -0.389
H 1.847 4.367 1.533
H 1.489 4.869 -0.104
H 2.896 2.269 0.701
H 3.605 3.711 0.001
H 3.258 2.776 -2.047
H 1.537 3.040 -1.812
H 3.080 0.647 -1.139
H 1.951 0.797 -2.307
C -2.409 -2.020 -2.757
C -1.175 -1.814 -1.909
C 0.066 -1.584 -2.757
P -1.262 -0.449 -0.588
C -2.209 -1.160 0.866
C -1.211 -1.760 1.857
C -3.276 -2.189 0.508
C -2.289 0.986 -1.275
C -3.775 0.724 -1.399
C -1.664 1.527 -2.551
H -2.273 -2.935 -3.341
H -2.554 -1.224 -3.486
H -3.312 -2.173 -2.174
H -1.024 -2.700 -1.273
H -0.045 -0.723 -3.414
H 0.225 -2.448 -3.402
H 0.954 -1.457 -2.133
H -2.692 -0.292 1.339
H -0.662 -2.588 1.408
H -1.746 -2.160 2.715
H -0.505 -1.008 2.214
H -2.847 -3.092 0.078
H -4.040 -1.797 -0.156
H -3.782 -2.485 1.427
H -2.152 1.733 -0.479
H -4.020 -0.015 -2.160
H -4.256 1.651 -1.721
H -4.227 0.438 -0.453
H -1.885 0.899 -3.412
H -0.582 1.630 -2.454
H -2.079 2.509 -2.776
C 3.238 -2.229 4.437
N 2.813 -1.961 3.088
C 2.886 -2.817 2.038
C 2.344 -2.166 0.961
N 1.953 -0.914 1.347
C 2.256 -0.829 2.647
H 3.701 -3.214 4.487
H 2.386 -2.204 5.121
H 3.963 -1.482 4.765
H 3.321 -3.795 2.107
H 2.242 -2.528 -0.043
H 2.089 0.024 3.280
```

Computed properties:
Max |F| in eV Å⁻¹: 4.0
Electronic energy in a.u.: -2613.29283
<S²>: 6.0090
Relative energy (zero: lowest compared OMol25 entry of this formula, charge and spin) in kcal/mol: 24.5
Net charge: +3
Spin multiplicity: 5
Orbital gap (alpha / beta) in eV: 10.21 / 4.80



2.
A 3-piece molecular cluster, C17H39FNO8 overall. Source: OMol25; level of theory: ωB97M-V/def2-TZVPD.

Geometry as XYZ:
```
66
C17H39FNO8 (ωB97M-V/def2-TZVPD)
O 0.595 0.456 -3.039
O 1.493 0.935 -4.040
C 2.613 0.203 -3.846
N 3.582 0.918 -2.913
C 3.520 2.408 -2.768
C 4.005 2.638 -1.311
C 4.598 1.319 -0.847
F 4.471 1.149 0.487
C 3.615 0.351 -1.528
H 0.316 1.262 -2.567
H 2.371 -0.733 -3.382
H 3.090 -0.007 -4.791
H 4.526 0.755 -3.265
H 4.160 2.828 -3.515
H 2.542 2.827 -2.837
H 4.574 3.532 -1.142
H 3.090 2.693 -0.737
H 5.584 1.113 -1.247
H 2.636 0.506 -1.120
H 3.919 -0.676 -1.521
C -5.671 2.219 -1.864
O -4.876 1.427 -1.005
C -3.885 0.663 -1.662
C -2.578 0.650 -0.898
O -1.865 1.887 -0.876
C -2.413 2.973 -0.134
C -2.392 2.805 1.371
O -3.309 1.823 1.808
C -2.834 1.001 2.855
H -6.448 1.616 -2.346
H -6.149 2.985 -1.256
H -5.065 2.714 -2.629
H -3.709 1.038 -2.676
H -4.245 -0.372 -1.739
H -1.914 -0.046 -1.422
H -2.710 0.254 0.109
H -3.410 3.231 -0.490
H -1.767 3.823 -0.367
H -2.669 3.765 1.825
H -1.372 2.557 1.690
H -1.793 0.703 2.692
H -3.450 0.103 2.875
H -2.918 1.509 3.821
C -1.418 -4.496 3.610
O -0.153 -3.927 3.335
C 0.696 -4.743 2.549
C 1.455 -3.937 1.518
O 0.667 -3.412 0.456
C -0.235 -2.352 0.722
C 0.409 -1.011 1.001
O 1.065 -0.970 2.254
C 2.302 -0.295 2.236
H -1.352 -5.223 4.425
H -2.083 -3.688 3.915
H -1.844 -4.976 2.724
H 0.126 -5.529 2.044
H 1.425 -5.223 3.214
H 2.152 -4.623 1.031
H 2.056 -3.159 1.991
H -0.948 -2.615 1.503
H -0.807 -2.239 -0.203
H -0.379 -0.243 1.000
H 1.111 -0.785 0.187
H 2.890 -0.567 1.354
H 2.863 -0.587 3.122
H 2.147 0.791 2.256
```

Computed properties:
Max |F| in eV Å⁻¹: 1.8
Electronic energy in a.u.: -1427.17628
Net charge: +1
Orbital gap in eV: 7.92



3.
A 6-piece molecular cluster, C17H39NO10 overall. Source: OMol25; level of theory: ωB97M-V/def2-TZVPD.

Geometry as XYZ:
```
67
C17H39NO10 (ωB97M-V/def2-TZVPD)
C -1.225 -1.664 2.360
C -0.602 -0.852 1.172
O -0.163 -1.427 0.217
N -0.639 0.589 1.321
C -1.905 1.170 0.854
C -2.568 2.241 1.789
O -2.493 0.871 -0.153
C 0.575 1.251 0.774
C 1.824 0.551 1.408
O 2.542 1.714 1.901
C 1.496 2.468 2.468
O 1.462 2.950 3.523
O 0.545 2.542 1.450
H -0.448 -1.792 3.147
H -1.679 -2.611 2.005
H -2.024 -1.014 2.791
H -1.943 3.159 1.704
H -3.640 2.389 1.555
H -2.414 1.852 2.831
H 0.641 1.481 -0.321
H 2.385 -0.197 0.809
H 1.645 -0.010 2.371
C -1.794 2.589 -4.101
C -1.328 3.653 -3.126
O -1.932 3.463 -1.850
H -2.880 2.622 -4.213
H -1.334 2.729 -5.082
H -1.541 1.591 -3.734
H -1.603 4.645 -3.487
H -0.245 3.616 -3.003
H -1.674 2.590 -1.527
C -4.532 -3.138 5.420
C -3.018 -3.195 5.486
O -2.469 -1.881 5.518
H -4.855 -2.589 4.533
H -4.960 -4.142 5.388
H -4.937 -2.612 6.288
H -2.616 -3.702 4.608
H -2.688 -3.736 6.379
H -2.817 -1.438 6.300
C 5.190 -2.996 -1.509
C 3.960 -2.143 -1.270
O 3.881 -1.753 0.100
H 5.165 -3.887 -0.879
H 5.255 -3.305 -2.554
H 6.099 -2.446 -1.249
H 3.055 -2.701 -1.510
H 3.984 -1.242 -1.892
H 4.678 -1.250 0.308
C -2.140 -3.255 -3.130
C -0.625 -3.305 -3.065
O -0.085 -1.991 -3.010
H -2.466 -2.693 -4.007
H -2.562 -4.261 -3.179
H -2.547 -2.746 -2.253
H -0.220 -3.794 -3.951
H -0.292 -3.859 -2.180
H -0.439 -1.565 -2.218
C 3.723 3.871 -1.807
C 2.484 3.461 -2.579
O 1.587 2.743 -1.735
H 4.230 2.993 -1.402
H 4.419 4.416 -2.448
H 3.457 4.507 -0.958
H 2.751 2.810 -3.412
H 1.966 4.339 -2.978
H 1.344 3.327 -1.003
```

Computed properties:
Max |F| in eV Å⁻¹: 3.8
Electronic energy in a.u.: -1478.21520
Structure (SMILES): CC(=O)N(C(C)=O)[C@@H]1COC(=O)O1.CCO.CCO.CCO.CCO.CCO
Orbital gap in eV: 10.44



Please write out number 3 again, unchanged.
A 6-piece molecular cluster, C17H39NO10 overall. Source: OMol25; level of theory: ωB97M-V/def2-TZVPD.

Geometry as XYZ:
```
67
C17H39NO10 (ωB97M-V/def2-TZVPD)
C -1.225 -1.664 2.360
C -0.602 -0.852 1.172
O -0.163 -1.427 0.217
N -0.639 0.589 1.321
C -1.905 1.170 0.854
C -2.568 2.241 1.789
O -2.493 0.871 -0.153
C 0.575 1.251 0.774
C 1.824 0.551 1.408
O 2.542 1.714 1.901
C 1.496 2.468 2.468
O 1.462 2.950 3.523
O 0.545 2.542 1.450
H -0.448 -1.792 3.147
H -1.679 -2.611 2.005
H -2.024 -1.014 2.791
H -1.943 3.159 1.704
H -3.640 2.389 1.555
H -2.414 1.852 2.831
H 0.641 1.481 -0.321
H 2.385 -0.197 0.809
H 1.645 -0.010 2.371
C -1.794 2.589 -4.101
C -1.328 3.653 -3.126
O -1.932 3.463 -1.850
H -2.880 2.622 -4.213
H -1.334 2.729 -5.082
H -1.541 1.591 -3.734
H -1.603 4.645 -3.487
H -0.245 3.616 -3.003
H -1.674 2.590 -1.527
C -4.532 -3.138 5.420
C -3.018 -3.195 5.486
O -2.469 -1.881 5.518
H -4.855 -2.589 4.533
H -4.960 -4.142 5.388
H -4.937 -2.612 6.288
H -2.616 -3.702 4.608
H -2.688 -3.736 6.379
H -2.817 -1.438 6.300
C 5.190 -2.996 -1.509
C 3.960 -2.143 -1.270
O 3.881 -1.753 0.100
H 5.165 -3.887 -0.879
H 5.255 -3.305 -2.554
H 6.099 -2.446 -1.249
H 3.055 -2.701 -1.510
H 3.984 -1.242 -1.892
H 4.678 -1.250 0.308
C -2.140 -3.255 -3.130
C -0.625 -3.305 -3.065
O -0.085 -1.991 -3.010
H -2.466 -2.693 -4.007
H -2.562 -4.261 -3.179
H -2.547 -2.746 -2.253
H -0.220 -3.794 -3.951
H -0.292 -3.859 -2.180
H -0.439 -1.565 -2.218
C 3.723 3.871 -1.807
C 2.484 3.461 -2.579
O 1.587 2.743 -1.735
H 4.230 2.993 -1.402
H 4.419 4.416 -2.448
H 3.457 4.507 -0.958
H 2.751 2.810 -3.412
H 1.966 4.339 -2.978
H 1.344 3.327 -1.003
```

Computed properties:
Max |F| in eV Å⁻¹: 3.8
Electronic energy in a.u.: -1478.21520
Structure (SMILES): CC(=O)N(C(C)=O)[C@@H]1COC(=O)O1.CCO.CCO.CCO.CCO.CCO
Orbital gap in eV: 10.44



- Look up the electronic energy of the second one.
  -1427.17628 a.u.



What did the first record say?
C17H39CoN4P as an isolated structure. Source: OMol25; level of theory: ωB97M-V/def2-TZVPD.

Geometry as XYZ:
```
62
C17H39CoN4P (ωB97M-V/def2-TZVPD)
Co 0.874 0.339 0.173
N 0.270 2.033 1.351
C 0.208 3.318 0.613
C 1.574 3.997 0.545
C 2.701 3.105 0.017
C 2.415 2.552 -1.384
N 2.184 1.094 -1.357
H -0.633 1.867 1.800
H 0.935 2.174 2.116
H -0.486 4.004 1.111
H -0.188 3.132 -0.389
H 1.847 4.367 1.533
H 1.489 4.869 -0.104
H 2.896 2.269 0.701
H 3.605 3.711 0.001
H 3.258 2.776 -2.047
H 1.537 3.040 -1.812
H 3.080 0.647 -1.139
H 1.951 0.797 -2.307
C -2.409 -2.020 -2.757
C -1.175 -1.814 -1.909
C 0.066 -1.584 -2.757
P -1.262 -0.449 -0.588
C -2.209 -1.160 0.866
C -1.211 -1.760 1.857
C -3.276 -2.189 0.508
C -2.289 0.986 -1.275
C -3.775 0.724 -1.399
C -1.664 1.527 -2.551
H -2.273 -2.935 -3.341
H -2.554 -1.224 -3.486
H -3.312 -2.173 -2.174
H -1.024 -2.700 -1.273
H -0.045 -0.723 -3.414
H 0.225 -2.448 -3.402
H 0.954 -1.457 -2.133
H -2.692 -0.292 1.339
H -0.662 -2.588 1.408
H -1.746 -2.160 2.715
H -0.505 -1.008 2.214
H -2.847 -3.092 0.078
H -4.040 -1.797 -0.156
H -3.782 -2.485 1.427
H -2.152 1.733 -0.479
H -4.020 -0.015 -2.160
H -4.256 1.651 -1.721
H -4.227 0.438 -0.453
H -1.885 0.899 -3.412
H -0.582 1.630 -2.454
H -2.079 2.509 -2.776
C 3.238 -2.229 4.437
N 2.813 -1.961 3.088
C 2.886 -2.817 2.038
C 2.344 -2.166 0.961
N 1.953 -0.914 1.347
C 2.256 -0.829 2.647
H 3.701 -3.214 4.487
H 2.386 -2.204 5.121
H 3.963 -1.482 4.765
H 3.321 -3.795 2.107
H 2.242 -2.528 -0.043
H 2.089 0.024 3.280
```

Computed properties:
Max |F| in eV Å⁻¹: 4.0
Electronic energy in a.u.: -2613.29283
<S²>: 6.0090
Relative energy (zero: lowest compared OMol25 entry of this formula, charge and spin) in kcal/mol: 24.5
Net charge: +3
Spin multiplicity: 5
Orbital gap (alpha / beta) in eV: 10.21 / 4.80



Copy entry 1 word for word.
C17H39CoN4P as an isolated structure. Source: OMol25; level of theory: ωB97M-V/def2-TZVPD.

Geometry as XYZ:
```
62
C17H39CoN4P (ωB97M-V/def2-TZVPD)
Co 0.874 0.339 0.173
N 0.270 2.033 1.351
C 0.208 3.318 0.613
C 1.574 3.997 0.545
C 2.701 3.105 0.017
C 2.415 2.552 -1.384
N 2.184 1.094 -1.357
H -0.633 1.867 1.800
H 0.935 2.174 2.116
H -0.486 4.004 1.111
H -0.188 3.132 -0.389
H 1.847 4.367 1.533
H 1.489 4.869 -0.104
H 2.896 2.269 0.701
H 3.605 3.711 0.001
H 3.258 2.776 -2.047
H 1.537 3.040 -1.812
H 3.080 0.647 -1.139
H 1.951 0.797 -2.307
C -2.409 -2.020 -2.757
C -1.175 -1.814 -1.909
C 0.066 -1.584 -2.757
P -1.262 -0.449 -0.588
C -2.209 -1.160 0.866
C -1.211 -1.760 1.857
C -3.276 -2.189 0.508
C -2.289 0.986 -1.275
C -3.775 0.724 -1.399
C -1.664 1.527 -2.551
H -2.273 -2.935 -3.341
H -2.554 -1.224 -3.486
H -3.312 -2.173 -2.174
H -1.024 -2.700 -1.273
H -0.045 -0.723 -3.414
H 0.225 -2.448 -3.402
H 0.954 -1.457 -2.133
H -2.692 -0.292 1.339
H -0.662 -2.588 1.408
H -1.746 -2.160 2.715
H -0.505 -1.008 2.214
H -2.847 -3.092 0.078
H -4.040 -1.797 -0.156
H -3.782 -2.485 1.427
H -2.152 1.733 -0.479
H -4.020 -0.015 -2.160
H -4.256 1.651 -1.721
H -4.227 0.438 -0.453
H -1.885 0.899 -3.412
H -0.582 1.630 -2.454
H -2.079 2.509 -2.776
C 3.238 -2.229 4.437
N 2.813 -1.961 3.088
C 2.886 -2.817 2.038
C 2.344 -2.166 0.961
N 1.953 -0.914 1.347
C 2.256 -0.829 2.647
H 3.701 -3.214 4.487
H 2.386 -2.204 5.121
H 3.963 -1.482 4.765
H 3.321 -3.795 2.107
H 2.242 -2.528 -0.043
H 2.089 0.024 3.280
```

Computed properties:
Max |F| in eV Å⁻¹: 4.0
Electronic energy in a.u.: -2613.29283
<S²>: 6.0090
Relative energy (zero: lowest compared OMol25 entry of this formula, charge and spin) in kcal/mol: 24.5
Net charge: +3
Spin multiplicity: 5
Orbital gap (alpha / beta) in eV: 10.21 / 4.80